Arrangement w

10
Properties=species:S:1:pos:R:3 method="wB97M-V/def2-TZVPD" smiles="O=C(NO)NO" e_lumo_ev=0.7 homo_lumo_gap_ev=10.20
O -0.3917 -0.9434 0.9400
C -0.0453 -0.1093 0.1058
N -0.9291 0.7132 -0.5533
O -2.2690 0.6036 -0.0909
N 1.2649 0.0951 -0.2589
O 2.1736 -0.8302 0.3234
H -0.6294 1.6692 -0.7154
H -2.2147 -0.1288 0.5625
H 1.4421 0.2812 -1.2407
H 1.5987 -1.3506 0.9277

=====

Arrangement x

10
Properties=species:S:1:pos:R:3 method="wB97M-V/def2-TZVPD" smiles="N=C=O.ONO" e_lumo_ev=0.5 homo_lumo_gap_ev=10.80
N -1.2401 -0.5615 2.3297
C -0.8753 0.5696 2.5240
O -0.8355 1.6759 2.9047
H -0.8496 -1.1771 1.7325
O 0.4712 -0.3459 0.1566
N 0.5498 0.8422 -0.6741
O 0.0347 0.5152 -1.9886
H 1.3639 -0.6255 0.1571
H -0.1430 1.3925 -0.2387
H 0.6899 -0.0908 -2.1588

=====

Arrangement y

10
Properties=species:S:1:pos:R:3 method="wB97M-V/def2-TZVPD" e_lumo_ev="-0.9 / -0.7" homo_lumo_gap_ev="8.64 / 8.32"
C -0.4429 1.1518 0.1012
N 1.4695 -0.9394 -0.4814
N -1.3328 0.0505 0.4439
O -1.1407 -0.5968 1.4104
O -2.2607 -0.0914 -0.3722
O 1.1383 0.2757 -0.8257
H 0.1391 1.3474 0.9957
H -0.7301 1.7678 -0.7482
H 0.9603 -1.8105 -0.7338
H 2.1999 -1.1550 0.2100

=====

Arrangement z

10
Properties=species:S:1:pos:R:3 method="wB97M-V/def2-TZVPD" smiles="NOC[N+](=O)[O-]" e_lumo_ev=0.2 homo_lumo_gap_ev=10.87
N -0.1894 -0.7922 -1.6177
O -0.7548 -0.6685 -0.2765
C -0.3790 0.6649 0.4751
N 0.9089 0.4253 1.2127
O 0.6754 -0.0212 2.3087
O 1.9566 0.7518 0.7792
H 0.0803 -1.7502 -1.5883
H -0.9953 -0.8865 -2.1148
H -0.1475 1.3776 -0.3324
H -1.1554 0.8990 1.1540

=====

Q: Which of them is the least stable? A: arrangement y.

=====

Arrangement w

20
Properties=species:S:1:pos:R:3 method="wB97M-V/def2-TZVPD" smiles="O=CCCCO.O.O" e_lumo_ev=0.5 homo_lumo_gap_ev=10.65
O 1.4565 -0.4342 -2.4972
C 2.4314 -0.2974 -1.8038
C 2.3277 0.1886 -0.3817
C 0.8897 0.2327 0.0763
C 0.8364 0.6324 1.5518
O 0.7753 2.0377 1.8298
H 3.4207 -0.4820 -2.2476
H 2.9497 -0.5377 0.1729
H 3.0176 1.0296 -0.2499
H 0.3892 0.9255 -0.5990
H 0.4525 -0.7538 0.0412
H 1.7353 0.3995 2.1239
H 0.0010 0.1169 2.0378
H -0.1118 2.3900 1.7053
O -5.1035 -0.5849 0.3034
H -5.1683 0.1779 0.8903
H -4.1447 -0.6049 0.1614
O -2.3306 -1.4864 -0.7679
H -1.3924 -1.3299 -0.6343
H -2.4317 -1.6196 -1.7126

=====

Arrangement x

20
Properties=species:S:1:pos:R:3 method="wB97M-V/def2-TZVPD" smiles="C=C/C=C/O.O.O.O" e_lumo_ev=0.4 homo_lumo_gap_ev=9.64
C 0.4210 1.7946 2.1771
C 0.7282 0.6046 1.6820
C -0.2717 -0.0894 0.8140
C -0.9319 -1.1289 1.2961
O -1.8793 -1.7460 0.5335
H 0.9516 2.4302 2.8795
H -0.4443 2.3251 1.7761
H 1.6347 0.0516 1.9037
H -0.6027 0.2384 -0.1653
H -0.7856 -1.5800 2.2706
H -2.4327 -2.3037 1.0869
O -0.1608 2.2820 -1.9262
H -0.9009 1.8904 -1.4448
H 0.2862 2.8370 -1.2688
O 2.8003 -1.5093 -1.0989
H 2.5634 -1.6934 -2.0189
H 1.9328 -1.2330 -0.7741
O -0.6892 -1.3099 -2.7939
H -0.6681 -0.3724 -2.5433
H -1.5511 -1.4878 -2.3854

=====

Q: Which of them is the least stable? A: arrangement x.

=====

Arrangement w

20
Properties=species:S:1:pos:R:3 method="wB97M-V/def2-TZVPD" smiles=CC(O)(O)O.COC e_lumo_ev=0.8 homo_lumo_gap_ev=10.70
C 2.2566 0.8991 -0.2293
C 1.1337 0.5550 1.0130
O 0.8935 -0.7744 1.1312
O 0.0103 1.2519 0.5968
O 1.6410 1.0617 2.1802
H 1.9517 0.3520 -1.1187
H 2.4239 1.9547 -0.4482
H 3.1986 0.4728 0.1041
H 0.1707 -1.0452 0.5149
H 0.5421 2.0961 0.3691
H 1.5688 0.3857 2.8667
C -1.0950 -0.7485 -1.7525
O -1.2291 -1.3703 -0.4877
C -2.3593 -0.9093 0.2328
H -1.9713 -0.9497 -2.3781
H -0.9765 0.3347 -1.6454
H -0.2067 -1.1711 -2.2181
H -3.2799 -1.1157 -0.3234
H -2.3001 0.1680 0.4145
H -2.3727 -1.4476 1.1782

=====

Arrangement x

20
Properties=species:S:1:pos:R:3 method="wB97M-V/def2-TZVPD" smiles="C=CC(=C)O.O.O.O" e_lumo_ev=0.5 homo_lumo_gap_ev=9.64
C 0.6938 0.3662 -2.5772
C 1.2695 -0.4320 -1.6937
C 1.3696 -0.1642 -0.2465
C 1.9290 0.8986 0.3130
O 0.7122 -1.1695 0.4035
H 0.0563 1.1857 -2.2754
H 0.5333 0.1166 -3.6157
H 1.6579 -1.3945 -1.9881
H 1.9897 1.0122 1.3890
H 2.2640 1.7327 -0.2681
H 0.7933 -1.1808 1.3654
O -1.0331 2.0047 2.0099
H -1.0979 2.6197 1.2737
H -0.8475 1.1531 1.5951
O -0.9954 -0.7764 2.5885
H -1.6478 -0.4608 3.2183
H -1.3959 -1.4680 2.0546
O -2.4750 -0.8972 -1.7410
H -2.0570 -0.0640 -1.5556
H -1.7352 -1.4473 -1.8427

=====

Q: Which of them is the least stable? A: arrangement x.

=====

Arrangement w

11
Properties=species:S:1:pos:R:3 method="wB97M-V/def2-TZVPD" e_lumo_ev=4.5 total_charge=-1 homo_lumo_gap_ev=5.42
O -1.2779 1.9932 0.7216
H -0.3684 1.6570 0.6090
C 1.4782 -0.3854 0.4343
C 0.1889 -0.6636 -0.0738
C -0.1104 -1.4420 -1.1811
H 1.4977 -0.1394 1.4908
H -1.5327 2.1618 -0.2023
H 2.3043 -0.9113 -0.0344
H -0.5997 -0.4182 0.6352
H -1.0997 -1.7875 -1.4444
H 0.7649 -1.8139 -1.7100

=====

Arrangement x

11
Properties=species:S:1:pos:R:3 method="wB97M-V/def2-TZVPD" e_lumo_ev=4.7 total_charge=-1 homo_lumo_gap_ev=5.69
O 2.5172 -0.1012 0.2560
H 1.6166 0.1143 -0.0487
C -1.2820 -0.4219 0.9412
C -0.6223 0.4213 0.0580
C -0.5022 0.3720 -1.3231
H -1.2433 -0.2172 1.9983
H 2.3576 -0.8860 0.7909
H -1.8638 -1.2649 0.5781
H -0.0794 1.2616 0.5166
H 0.0678 1.1323 -1.8593
H -0.9662 -0.4104 -1.9082

=====

Q: Which of them is the least stable? A: arrangement w.

=====

Arrangement w

9
Properties=species:S:1:pos:R:3 method="wB97M-V/def2-TZVPD" e_lumo_ev=0.3 homo_lumo_gap_ev=10.12
C 0.6835 0.8057 1.2726
C 0.5163 -0.1265 0.1917
H -2.2258 0.4248 -0.9924
H 1.3907 0.5836 2.2004
N -0.5620 0.3819 -0.4082
N -0.9712 1.4324 0.1382
N -0.2613 1.7031 1.1704
O -1.1940 -0.0188 -1.4748
Cl 0.9265 -1.7385 -0.2646

=====

Arrangement x

9
Properties=species:S:1:pos:R:3 method="wB97M-V/def2-TZVPD" smiles="N=C=NCl.N=C=O" e_lumo_ev=-0.1 homo_lumo_gap_ev=10.36
N 2.1025 0.5767 0.5570
C 1.3395 -0.0458 -0.1396
N 0.5611 -0.4148 -0.9918
Cl 0.4100 -1.9882 -1.6185
H 1.9731 0.8359 1.4165
N -2.2055 0.3057 -0.2868
C -1.3909 0.3221 0.6260
O -0.8872 0.3287 1.6924
H -1.9025 0.0796 -1.2553

=====

Q: Which of them is the least stable? A: arrangement w.

=====

Arrangement w

20
Properties=species:S:1:pos:R:3 method="wB97M-V/def2-TZVPD" smiles=NCCCO.O.O e_lumo_ev=0.3 homo_lumo_gap_ev=9.72
N -0.2814 0.3450 2.6992
C 0.8852 0.1375 1.8393
C 0.7163 -0.9535 0.7737
C 1.3685 -0.6817 -0.5537
O 0.4235 -0.2415 -1.5596
H -0.3569 -0.4518 3.3210
H -1.1238 0.3461 2.1487
H 1.2074 1.0827 1.4072
H 1.7159 -0.1330 2.4953
H -0.3345 -1.1633 0.5991
H 1.0251 -1.9095 1.2112
H 1.7864 -1.4915 -1.1036
H 2.1354 0.0952 -0.5008
H 0.0471 0.6242 -1.3711
O -2.1836 -1.4749 -2.2623
H -2.3701 -0.5660 -2.5113
H -1.2263 -1.5018 -2.3051
O -0.9696 2.6597 -1.1406
H -0.6564 3.0689 -1.9469
H -1.8082 2.2091 -1.2396

=====

Arrangement x

20
Properties=species:S:1:pos:R:3 method="wB97M-V/def2-TZVPD" smiles="C/C=C/N.O.O.O" e_lumo_ev=0.0 homo_lumo_gap_ev=7.37
C -2.5878 3.7964 0.1133
C -1.4201 2.8332 0.0176
C -1.5172 1.6990 0.7335
N -0.6641 0.6434 0.8581
H -2.5870 4.2635 1.1017
H -2.4255 4.6613 -0.5380
H -3.5564 3.3687 -0.1332
H -0.5521 2.9557 -0.6163
H -2.4305 1.6189 1.3158
H -0.9731 -0.2832 1.0987
H 0.1869 0.6850 0.3189
O 5.4974 -1.1312 -1.6624
H 5.0314 -1.3073 -0.8312
H 5.3309 -1.9576 -2.1330
O 1.9596 -4.3396 -0.7595
H 1.8383 -5.1049 -1.3359
H 1.1172 -4.2625 -0.3006
O -0.7315 -2.3241 0.8089
H -0.2801 -2.7678 1.5273
H -1.2363 -3.0469 0.4163

=====

Q: Which of them is the least stable? A: arrangement x.